<A>
Molecular formula: C7H16N
Method: DFT, ωB97M-V/def2-TZVPD

Structure (XYZ):
```
24
Properties=species:S:1:pos:R:3:lowdin_charge:R:1
H 3.20900 0.06972 1.80036 0.09
H 2.02158 -1.27602 1.81946 0.08
C -0.75516 0.03363 -1.70803 -0.11
H 1.14235 -2.13190 -0.46943 0.16
H -0.78521 2.48362 1.28546 0.08
C 2.29404 -0.32705 1.36255 -0.09
C -0.37858 -1.22680 -1.58841 -0.08
H -2.38294 0.95873 -2.65552 0.10
C -0.07198 0.52134 1.86279 -0.22
N 0.20432 -1.76699 -0.33765 0.18
C -1.13718 1.58144 1.78463 -0.10
H -1.47351 1.85632 2.78757 0.08
C 1.21478 0.72337 1.55859 -0.16
H 0.26828 -0.95367 0.31625 0.08
H -0.41829 -1.98042 -2.36229 0.13
H 1.48090 1.77246 1.46258 0.12
H 2.51222 -0.38530 0.29259 0.08
H -0.79399 0.68799 -0.84213 0.10
H -1.41371 -0.06667 -3.74132 0.09
H -0.37192 -2.47273 0.12934 0.18
H -0.42052 -0.43487 2.25784 0.11
H -2.04053 1.23110 1.27922 0.07
H -0.81809 1.53069 -3.20732 0.09
C -1.37343 0.64029 -2.91394 -0.06
```

Its LUMO energy is -3.1921 eV. The charge is +1.

=====

<B>
Molecular formula: C7H16N
Method: DFT, ωB97M-V/def2-TZVPD

Structure (XYZ):
```
24
Properties=species:S:1:pos:R:3:lowdin_charge:R:1
H 1.83313 -1.72894 -2.70063 0.07
C 1.48808 -1.31554 -0.04654 0.05
C -1.46064 1.71146 2.08448 -0.05
H -0.95872 -1.43027 0.91061 0.12
H -1.40023 2.73952 1.83306 0.06
C 0.95656 -0.25238 -0.54197 -0.32
C 0.42150 0.87040 0.40477 -0.12
H 1.13595 -0.71042 -3.91872 0.08
C 0.97231 -1.09708 -2.89658 -0.10
H 0.51662 1.87296 0.09353 0.11
H 1.06250 0.92976 1.28359 0.12
H 2.04929 -2.00424 -0.66103 0.08
H -2.00472 -0.77096 2.02412 0.23
H -0.27242 -0.81000 2.22185 0.17
H -0.70671 0.18764 -2.04688 0.17
N -1.01511 -0.67770 1.52605 0.19
H -1.77637 0.70408 0.20225 0.14
H -0.77541 1.69817 3.05619 0.13
H 1.08864 0.95841 -2.25766 0.12
H 0.14383 -1.73951 -3.02095 0.05
H -2.51378 1.76412 2.55186 0.11
H 1.71500 -1.69848 0.88683 0.06
C -1.00320 0.73419 0.94995 -0.31
C 0.50388 0.06482 -1.93819 -0.18
```

Its LUMO energy is -3.3665 eV. The charge is +1.

=====

It is <A> that is the most stable of them.